1.
{"formula": "C18H24HgN2O4", "method": "the ωB97M-V functional and the def2-TZVPD basis", "e_above_lowest_kcal_mol": 224.0, "s2": 1.540, "charge": 1, "gap_ev": [4.318, 4.859], "spin_multiplicity": 2, "symbols": ["C", "C", "H", "H", "C", "C", "H", "H", "C", "H", "H", "H", "C", "H", "H", "H", "Hg", "O", "C", "O", "C", "O", "N", "C", "C", "H", "H", "H", "H", "C", "C", "H", "H", "H", "O", "C", "C", "C", "C", "C", "C", "N", "H", "H", "H", "H", "H", "H", "H"], "coordinates": [[-3.91, 1.89, -5.76], [-2.83, 2.69, -6.27], [-4.30, 2.17, -4.75], [-3.90, 0.79, -5.75], [-1.49, 3.16, -6.21], [-0.46, 3.02, -5.23], [-0.66, 2.78, -4.19], [0.28, 2.26, -5.58], [-3.75, 3.29, -7.19], [-4.82, 2.99, -7.07], [-3.48, 3.04, -8.21], [-3.72, 4.37, -7.05], [-0.89, 3.93, -7.33], [-1.26, 4.96, -7.23], [-1.17, 3.51, -8.29], [0.18, 3.95, -7.18], [0.06, -0.66, 0.23], [-0.44, 0.20, -1.85], [-0.55, -0.68, -2.75], [1.89, -1.37, -1.54], [1.60, -1.59, -2.72], [2.39, -2.39, -3.49], [0.50, -1.17, -3.43], [1.80, -2.48, -4.81], [0.61, -1.55, -4.85], [1.45, -3.51, -4.99], [2.58, -2.21, -5.53], [-0.34, -2.03, -5.12], [0.81, -0.69, -5.51], [-2.00, -0.98, -3.01], [-2.96, -0.08, -2.36], [-1.97, -0.72, -4.14], [-2.54, 0.82, -2.87], [-3.97, 0.12, -2.79], [1.08, 1.22, 1.61], [0.12, 1.59, 2.60], [-0.43, 0.34, 3.22], [-0.83, 0.21, 4.56], [-1.41, -0.99, 4.97], [-1.61, -2.02, 4.05], [-1.21, -1.83, 2.73], [-0.56, -0.69, 2.37], [1.36, 1.98, 1.09], [0.63, 2.21, 3.36], [-0.72, 2.15, 2.15], [-0.67, 1.07, 5.21], [-1.73, -1.12, 6.00], [-2.08, -2.96, 4.31], [-1.38, -2.55, 1.94]]}

2.
{"formula": "C18H24N2O", "method": "the ωB97M-V functional and the def2-TZVPD basis", "e_above_lowest_kcal_mol": 0.2, "charge": 0, "gap_ev": 8.612, "smiles": "O=C(CCCc1c[nH]c2ccccc12)N1CCCCCC1", "spin_multiplicity": 1, "symbols": ["O", "C", "N", "C", "H", "H", "C", "C", "C", "H", "C", "C", "H", "H", "H", "H", "H", "H", "H", "H", "H", "C", "H", "C", "H", "H", "C", "C", "C", "N", "C", "C", "C", "C", "C", "C", "H", "H", "H", "H", "H", "H", "H", "H", "H"], "coordinates": [[-1.21, -1.99, 1.46], [-0.72, -1.83, 0.36], [0.60, -1.54, 0.20], [1.19, -1.34, -1.10], [0.70, -0.48, -1.59], [1.01, -2.23, -1.72], [2.70, -1.06, -1.12], [3.09, 0.29, -0.53], [3.23, 0.28, 0.99], [3.57, 1.26, 1.32], [1.93, -0.06, 1.71], [1.41, -1.47, 1.40], [0.75, -1.79, 2.21], [2.24, -2.17, 1.33], [1.16, 0.66, 1.43], [2.09, 0.02, 2.78], [3.99, -0.45, 1.28], [2.34, 1.04, -0.81], [4.05, 0.60, -0.96], [2.99, -1.08, -2.17], [3.24, -1.86, -0.62], [-1.54, -2.01, -0.91], [-1.24, -1.29, -1.68], [-3.04, -1.87, -0.64], [-3.23, -2.23, 0.37], [-3.60, -2.48, -1.34], [-3.50, -0.41, -0.76], [-2.69, 0.50, 0.10], [-2.80, 0.64, 1.46], [-1.86, 1.52, 1.92], [-1.11, 1.96, 0.86], [-0.04, 2.85, 0.82], [0.53, 3.11, -0.41], [0.05, 2.50, -1.57], [-1.01, 1.62, -1.53], [-1.61, 1.33, -0.31], [-1.38, 1.17, -2.45], [0.52, 2.73, -2.51], [1.36, 3.79, -0.47], [0.32, 3.32, 1.72], [-1.71, 1.76, 2.88], [-3.48, 0.17, 2.13], [-4.55, -0.35, -0.48], [-3.41, -0.09, -1.80], [-1.32, -3.01, -1.28]]}

3.
{"formula": "C18H24N2O3", "method": "the ωB97M-V functional and the def2-TZVPD basis", "e_above_lowest_kcal_mol": 9.4, "charge": 0, "gap_ev": 8.554, "smiles": "CCCC[C@H](CC)CNC(=O)C(=O)[C@H]1C(=O)Nc2ccccc21", "spin_multiplicity": 1, "symbols": ["C", "C", "C", "C", "H", "H", "C", "C", "C", "H", "H", "H", "H", "H", "H", "C", "N", "C", "O", "C", "O", "C", "C", "C", "C", "C", "C", "C", "N", "C", "O", "H", "H", "H", "H", "H", "H", "H", "H", "H", "H", "H", "H", "H", "H", "H", "H"], "coordinates": [[1.02, 5.27, 2.20], [1.42, 3.80, 2.09], [1.24, 3.27, 0.67], [1.65, 1.80, 0.57], [1.05, 1.22, 1.28], [2.69, 1.71, 0.87], [1.50, 1.17, -0.83], [2.45, 1.82, -1.84], [2.63, 1.00, -3.11], [1.70, 0.93, -3.67], [3.38, 1.46, -3.76], [2.96, -0.01, -2.87], [3.43, 1.95, -1.37], [2.08, 2.82, -2.11], [1.78, 0.12, -0.73], [0.06, 1.23, -1.34], [-0.88, 0.69, -0.39], [-1.40, -0.54, -0.46], [-1.19, -1.35, -1.35], [-2.32, -0.84, 0.72], [-2.44, -0.06, 1.63], [-2.99, -2.18, 0.65], [-1.99, -3.30, 0.80], [-1.10, -3.57, 1.82], [-0.28, -4.68, 1.69], [-0.34, -5.49, 0.56], [-1.23, -5.21, -0.47], [-2.05, -4.10, -0.34], [-3.01, -3.61, -1.20], [-3.57, -2.45, -0.75], [-4.41, -1.80, -1.32], [-3.17, -3.96, -2.13], [-1.27, -5.83, -1.35], [0.31, -6.34, 0.48], [0.43, -4.92, 2.47], [-1.05, -2.94, 2.69], [-3.78, -2.22, 1.41], [-1.13, 1.24, 0.42], [-0.03, 0.61, -2.24], [-0.22, 2.25, -1.58], [0.20, 3.40, 0.38], [1.85, 3.87, -0.01], [0.81, 3.20, 2.77], [2.46, 3.69, 2.39], [-0.03, 5.40, 1.93], [1.62, 5.88, 1.54], [1.15, 5.62, 3.22]]}

4.
{"formula": "C18H24N2O4S", "method": "the ωB97M-V functional and the def2-TZVPD basis", "e_above_lowest_kcal_mol": 544.1, "charge": 0, "gap_ev": 8.182, "spin_multiplicity": 1, "symbols": ["C", "H", "H", "H", "O", "C", "C", "C", "C", "C", "C", "O", "C", "H", "H", "H", "H", "C", "O", "N", "H", "C", "H", "H", "C", "C", "C", "C", "C", "S", "H", "H", "H", "N", "C", "H", "H", "H", "C", "H", "H", "H", "H", "O", "C", "H", "H", "H", "H"], "coordinates": [[4.88, -2.63, -1.70], [5.53, -3.21, -2.17], [4.93, -2.47, -0.70], [5.04, -1.56, -2.23], [3.77, -2.96, -2.13], [2.60, -2.57, -1.57], [1.50, -3.37, -1.76], [0.08, -2.80, -1.64], [-0.01, -1.62, -0.96], [1.14, -0.83, -0.56], [2.26, -1.47, -1.01], [3.52, -0.67, -0.83], [3.55, 0.72, 0.09], [4.36, 0.86, 0.28], [2.98, 0.41, 0.99], [2.91, 1.24, -0.30], [1.12, 0.12, 0.07], [-1.27, -1.16, -0.27], [-2.18, -1.67, 0.40], [-1.66, 0.01, -0.73], [-0.98, 0.58, -1.55], [-2.70, 0.71, -0.19], [-3.26, 0.21, 0.53], [-3.44, 1.03, -0.89], [-2.24, 2.25, 0.11], [-1.10, 1.94, 1.38], [0.34, 2.58, 1.52], [0.83, 1.93, 2.45], [0.43, 0.89, 3.27], [-1.21, 0.68, 2.67], [0.61, 0.41, 3.97], [2.02, 2.38, 2.62], [0.48, 3.25, 0.81], [-3.05, 3.14, 0.87], [-3.79, 2.62, 2.05], [-4.36, 1.49, 1.89], [-3.27, 2.79, 2.82], [-4.77, 3.07, 2.40], [-2.74, 4.40, 1.04], [-2.32, 4.62, 0.10], [-1.95, 4.56, 2.04], [-3.55, 4.81, 1.42], [-1.54, 2.70, -0.46], [-0.93, -3.48, -1.75], [-0.99, -4.83, -2.53], [-0.61, -4.56, -3.33], [-1.99, -5.02, -2.37], [-0.38, -5.33, -1.67], [1.40, -4.18, -2.53]]}

5.
{"formula": "C18H24N4O2S", "method": "the ωB97M-V functional and the def2-TZVPD basis", "e_above_lowest_kcal_mol": 29.4, "charge": 0, "gap_ev": 9.033, "smiles": "CN(C)C(=O)CSc1nnc(Cc2ccccc2)n1C[C@@H]1CCCO1", "spin_multiplicity": 1, "symbols": ["C", "N", "C", "O", "C", "H", "H", "S", "C", "N", "N", "C", "N", "C", "H", "H", "C", "C", "H", "C", "H", "C", "H", "O", "H", "H", "H", "H", "C", "C", "C", "C", "C", "C", "C", "H", "H", "H", "H", "H", "H", "H", "C", "H", "H", "H", "H", "H", "H"], "coordinates": [[4.78, 0.34, 0.91], [4.02, -0.23, -0.18], [3.16, 0.45, -0.95], [2.47, -0.08, -1.80], [3.07, 1.96, -0.74], [3.56, 2.32, 0.16], [3.43, 2.49, -1.62], [1.30, 2.38, -0.61], [0.90, 1.16, 0.55], [1.71, 0.69, 1.47], [1.07, -0.31, 2.09], [-0.11, -0.44, 1.56], [-0.28, 0.47, 0.56], [-1.40, 0.72, -0.29], [-1.91, -0.23, -0.50], [-1.02, 1.14, -1.22], [-2.38, 1.72, 0.37], [-3.53, 2.09, -0.60], [-4.49, 1.75, -0.23], [-3.45, 3.62, -0.67], [-3.69, 4.00, -1.66], [-2.00, 3.88, -0.28], [-1.83, 4.86, 0.17], [-1.71, 2.91, 0.71], [-1.32, 3.76, -1.13], [-4.12, 4.07, 0.05], [-3.35, 1.64, -1.57], [-2.75, 1.28, 1.30], [-1.12, -1.47, 1.93], [-1.34, -2.42, 0.77], [-2.62, -2.73, 0.33], [-2.80, -3.59, -0.74], [-1.71, -4.14, -1.39], [-0.43, -3.82, -0.96], [-0.25, -2.97, 0.12], [0.75, -2.73, 0.45], [0.43, -4.25, -1.46], [-1.85, -4.80, -2.22], [-3.80, -3.83, -1.07], [-3.48, -2.30, 0.83], [-2.06, -1.00, 2.22], [-0.72, -2.02, 2.79], [4.00, -1.67, -0.25], [5.01, -2.06, -0.41], [3.60, -2.09, 0.68], [3.36, -1.97, -1.08], [5.39, 1.18, 0.57], [4.10, 0.67, 1.71], [5.44, -0.43, 1.31]]}

6.
{"formula": "C18H24N4O4S", "method": "the ωB97M-V functional and the def2-TZVPD basis", "e_above_lowest_kcal_mol": 55.1, "charge": 0, "gap_ev": 8.818, "smiles": "COC(=O)CNC(=O)CSc1nnc(-c2ccc(OC)cc2)n1CC(C)C", "spin_multiplicity": 1, "symbols": ["C", "H", "H", "H", "O", "C", "O", "C", "N", "C", "O", "C", "H", "H", "S", "C", "N", "N", "C", "N", "C", "H", "H", "C", "C", "H", "H", "H", "C", "H", "H", "H", "H", "C", "C", "C", "C", "C", "C", "H", "H", "O", "C", "H", "H", "H", "H", "H", "H", "H", "H"], "coordinates": [[-4.88, -3.68, 0.81], [-4.64, -3.69, 1.87], [-4.34, -4.46, 0.28], [-5.95, -3.82, 0.65], [-4.48, -2.40, 0.33], [-4.66, -2.17, -0.97], [-5.12, -2.98, -1.74], [-4.22, -0.77, -1.36], [-3.46, -0.11, -0.34], [-3.98, 0.89, 0.39], [-5.07, 1.38, 0.20], [-3.06, 1.38, 1.50], [-3.61, 2.08, 2.13], [-2.68, 0.55, 2.09], [-1.62, 2.31, 0.88], [-0.51, 1.01, 0.57], [-0.82, -0.26, 0.51], [0.32, -0.94, 0.32], [1.31, -0.09, 0.24], [0.83, 1.19, 0.39], [1.52, 2.45, 0.48], [2.59, 2.25, 0.47], [1.25, 2.91, 1.43], [1.14, 3.43, -0.65], [1.84, 4.76, -0.41], [2.92, 4.64, -0.41], [1.57, 5.47, -1.19], [1.54, 5.18, 0.55], [1.50, 2.88, -2.03], [2.58, 2.85, -2.17], [1.08, 3.52, -2.80], [1.09, 1.88, -2.17], [0.06, 3.58, -0.61], [2.69, -0.52, 0.09], [3.07, -1.69, 0.73], [4.37, -2.17, 0.64], [5.31, -1.47, -0.11], [4.93, -0.30, -0.77], [3.63, 0.17, -0.68], [3.35, 1.04, -1.24], [5.66, 0.22, -1.37], [6.61, -1.83, -0.26], [7.06, -3.01, 0.36], [8.11, -3.10, 0.09], [6.97, -2.96, 1.45], [6.52, -3.89, -0.01], [4.63, -3.08, 1.15], [2.34, -2.23, 1.30], [-2.54, -0.48, -0.07], [-3.65, -0.84, -2.30], [-5.12, -0.18, -1.55]]}